The following is a quantum chemistry calculation of C11H29Cl2FePS as an isolated structure, from the Open Molecules 2025 dataset.

Geometry as XYZ:
```
45
Properties=species:S:1:pos:R:3:forces:R:3:mulliken_spin:R:1
Fe 0.3938 0.1560 1.4030 0.6 0.3 -1.5 4.581
Cl 2.3267 -0.7242 2.1544 0.1 -0.3 0.2 0.048
Cl -1.8438 -0.2418 1.4770 -0.6 -0.4 -0.2 0.079
H 0.1765 1.4610 2.5751 -0.2 -0.6 0.5 0.137
H -0.1260 0.7457 2.9286 0.2 1.1 0.9 0.021
P 0.2896 -0.1097 -1.4275 0.7 0.1 -0.6 0.055
C 1.9688 -0.6754 -2.1499 -0.3 0.0 0.0 -0.046
C -0.8668 -0.9550 -2.6570 0.3 0.1 -0.3 0.103
C 0.3086 1.6696 -2.1090 -0.1 -0.5 0.0 0.113
C 2.5605 -1.8071 -1.3323 0.3 -0.2 0.6 0.040
H 2.6094 0.2138 -2.0514 -0.1 -0.2 0.1 -0.002
C 1.9882 -1.0949 -3.6114 -0.1 0.1 -0.5 0.017
H 1.3767 -1.9746 -3.8072 0.1 -0.2 0.2 -0.006
H 3.0129 -1.3348 -3.9312 -0.2 0.1 0.1 -0.002
H 1.5692 -0.3346 -4.2662 0.3 0.0 -0.1 0.001
H 2.5219 -1.5562 -0.2670 0.2 -0.2 -0.2 -0.036
H 3.6103 -1.9920 -1.6230 -0.3 0.1 0.1 0.003
H 2.0182 -2.7542 -1.4616 0.0 0.2 -0.1 0.000
H 1.3092 2.0325 -1.8399 -0.2 -0.1 0.2 -0.043
C -0.7274 2.5267 -1.4140 -0.4 0.4 0.2 -0.099
C 0.1691 1.7830 -3.6277 0.1 -0.2 -0.4 0.004
H 1.0986 1.4648 -4.1091 -0.1 0.4 0.0 -0.004
H -0.0646 2.8208 -3.9270 0.1 -0.4 0.1 -0.005
H -0.5998 1.1136 -4.0380 0.1 0.5 0.1 0.002
H -0.6157 2.5073 -0.3260 0.2 -0.1 0.0 0.075
H -1.7525 2.2009 -1.6195 0.1 0.0 -0.1 0.030
H -0.6316 3.5710 -1.7475 -0.1 -0.2 0.1 -0.021
C -0.8863 -2.4636 -2.4083 -0.4 -0.1 0.4 -0.089
H -0.4376 -0.7732 -3.6531 -0.3 -0.2 0.2 -0.011
C -2.2666 -0.3522 -2.6071 -0.4 -0.2 0.4 -0.006
H 0.0813 -2.9406 -2.6063 -0.4 0.0 -0.1 0.000
H -1.7096 -2.9363 -2.9679 0.5 0.0 -0.2 0.004
H -1.1264 -2.6872 -1.3681 0.1 0.2 0.2 0.020
H -2.6311 -0.2771 -1.5817 0.2 0.1 0.3 0.004
H -2.9934 -1.0330 -3.0757 0.2 0.3 -0.3 -0.004
H -2.3059 0.6574 -3.0343 -0.1 -0.4 -0.1 0.011
C 0.0430 -0.0337 8.2172 0.2 0.1 -0.1 0.005
S -0.0852 0.2224 6.4362 0.0 0.3 0.2 0.021
C -1.7366 0.9627 6.4537 0.0 0.1 -0.5 0.002
H 0.8490 -0.7425 8.3984 0.0 0.0 0.1 0.000
H -0.9010 -0.4616 8.5287 -0.1 -0.2 0.3 -0.001
H 0.2231 0.8844 8.7824 0.0 0.0 -0.1 -0.001
H -2.3313 0.4462 7.2213 0.0 0.2 -0.4 0.000
H -1.7472 2.0530 6.6313 0.1 -0.5 0.0 0.001
H -2.1181 0.7628 5.4382 -0.2 0.2 0.5 -0.002
```
Positions in Å, forces in eV/Å.

Its spin multiplicity is 6. The value obtained for the total energy is -3360.14921 hartree. As for the HOMO energy (alpha / beta): -0.0127 / -0.1892 hartree. For the LUMO energy (alpha / beta), the calculation gives 2.8371 / 2.8319 eV. The energy above the lowest of the compared OMol25 structures with the same formula, charge and spin is 0.0 kcal/mol. Its gap between HOMO and LUMO (alpha / beta) is 3.182 / 7.981 eV. As for the charge: -1.


The following is a quantum chemistry calculation of a single C2H4N4 molecule, from the Open Molecules 2025 dataset.

Geometry as XYZ:
```
10
Properties=species:S:1:pos:R:3:forces:R:3:mulliken_charge:R:1
N -1.6664 0.2614 0.0693 0.0 -0.2 0.4 -0.427
C -0.3766 0.3831 0.3160 0.2 -0.8 0.3 0.565
C 0.7192 1.1081 0.3286 -0.4 -0.4 -0.3 -0.448
N 1.6616 0.4602 -0.5162 1.4 -0.2 0.5 -0.259
N 1.5877 -0.8065 -0.5741 0.2 0.4 -0.3 -0.277
N 0.4751 -1.3586 -0.2235 -0.1 0.8 -0.4 -0.218
H -1.9608 -0.6818 -0.1235 -0.4 0.0 0.3 0.250
H -2.2666 1.0175 -0.2361 0.5 -0.1 -0.1 0.232
H 1.1058 1.9501 0.9061 -0.6 -0.2 -0.5 0.356
H 0.7209 -2.3335 0.0532 -0.7 0.7 0.2 0.227
```
Positions in Å, forces in eV/Å.

The value obtained for the total energy is -297.46808 hartree. As for the HOMO energy: -0.3113 hartree. For the LUMO energy, the calculation gives 0.6203 eV. The energy above the lowest of the compared OMol25 structures with the same formula, charge and spin is 110.6 kcal/mol. Its gap between HOMO and LUMO is 9.090 eV. As for the charge: 0.


The following is a quantum chemistry calculation of C6H9N as an isolated structure, from the Open Molecules 2025 dataset.

Geometry as XYZ:
```
16
Properties=species:S:1:pos:R:3:forces:R:3:mulliken_charge:R:1
C -1.5546 -0.8477 0.7853 1.2 -1.0 1.3 -0.631
N -0.7656 -0.0870 -0.0010 -1.0 0.3 -0.5 -0.258
C 0.2329 0.9470 0.4682 -0.2 0.0 0.4 -0.049
C 1.1647 -0.2901 0.5058 0.0 -0.6 0.7 -0.537
C 0.4137 -0.5699 -0.8197 -0.2 -0.4 0.0 -0.051
C 0.5402 0.6631 -1.7398 0.3 0.0 0.3 -0.584
C 0.4208 1.6743 -0.8810 0.4 -0.2 0.1 -0.586
H -2.2061 -0.2628 1.4406 0.2 -0.4 0.0 0.287
H -2.0250 -1.6671 0.2383 0.1 0.1 0.4 0.291
H -0.4593 -1.6471 1.8743 -2.0 0.9 -1.3 0.311
H 0.0140 1.5442 1.3557 -0.1 -0.2 -0.1 0.470
H 0.6262 -1.1464 1.4286 1.6 2.1 -2.2 -0.294
H 2.2593 -0.1791 0.5333 -0.4 -0.2 0.2 0.383
H 0.3849 -1.5602 -1.2785 -0.2 0.1 0.2 0.471
H 0.5954 0.6870 -2.8269 0.1 -0.1 0.4 0.388
H 0.3585 2.7418 -1.0830 0.1 -0.3 0.2 0.390
```
Positions in Å, forces in eV/Å.

The value obtained for the total energy is -288.55174 hartree. As for the HOMO energy: -0.2873 hartree. For the LUMO energy, the calculation gives 1.1109 eV. The energy above the lowest of the compared OMol25 structures with the same formula, charge and spin is 144.5 kcal/mol. Its gap between HOMO and LUMO is 8.930 eV. As for the charge: 0.


The following is a quantum chemistry calculation of a 2-piece molecular cluster, C2H3BrCl2O overall, from the Open Molecules 2025 dataset.

Geometry as XYZ:
```
9
Properties=species:S:1:pos:R:3:forces:R:3:mulliken_charge:R:1
C 1.8918 0.7802 -0.3418 -2.2 -0.9 2.0 -0.333
C -1.2392 0.0221 -0.0294 -1.8 -1.3 1.1 0.250
O -1.0500 -1.3396 0.0234 0.6 1.1 0.1 -0.375
Cl -2.2894 0.6097 -1.3396 1.0 -0.7 0.6 -0.133
Cl -1.9419 0.4994 1.5732 0.6 0.4 -0.5 -0.170
Br 2.4187 -0.7660 0.6132 0.4 0.4 -0.4 -0.078
H 0.8217 0.9197 -0.0535 1.1 0.7 -0.2 0.160
H 2.0661 0.8336 -1.3699 0.9 0.0 -1.4 0.340
H -0.6777 -1.5589 0.9243 -0.5 0.4 -1.3 0.338
```
Positions in Å, forces in eV/Å.

The value obtained for the total energy is -3647.49225 hartree. As for the HOMO energy (alpha / beta): -0.3367 / -0.3366 hartree. For the LUMO energy (alpha / beta), the calculation gives -1.2055 / -0.7385 eV. The energy above the lowest of the compared OMol25 structures with the same formula, charge and spin is 88.4 kcal/mol. Its gap between HOMO and LUMO (alpha / beta) is 7.956 / 8.421 eV. As for the charge: 0.


The following is a quantum chemistry calculation of a 2-piece molecular cluster, C5H14NO overall, from the Open Molecules 2025 dataset.

Geometry as XYZ:
```
21
Properties=species:S:1:pos:R:3:forces:R:3:mulliken_charge:R:1
C 0.6200 -1.3998 -1.6659 0.4 0.4 -0.3 -0.505
O -0.5165 -0.8321 -1.2886 -0.8 0.0 -0.2 -0.818
C 1.0105 -2.5173 -0.7298 0.7 -1.2 0.8 -0.978
H 1.5254 -0.6824 -1.7014 -0.4 -0.3 -0.1 0.146
H 0.5519 -1.8466 -2.6860 0.3 0.0 -0.3 0.315
H 1.9645 -3.0399 -1.0301 -0.7 0.3 0.2 0.389
H 0.1759 -3.2533 -0.7304 0.5 0.3 0.1 0.204
H 1.1372 -2.1362 0.3146 -0.1 -0.2 -0.7 0.214
C 1.0458 2.3100 0.5970 -0.3 -0.9 0.5 -1.261
C -0.0952 1.3871 0.2067 -0.6 -0.3 0.8 0.526
N -0.8171 0.8564 1.3908 -0.5 -0.3 -0.2 -0.494
C -2.0655 0.0860 1.0471 1.5 0.4 0.7 -0.761
H 1.5015 2.7619 -0.2645 0.2 0.2 -0.4 0.331
H 1.7776 1.6783 1.0937 0.3 0.1 0.1 0.343
H 0.7760 3.0724 1.3106 -0.3 0.6 0.2 0.357
H 0.2978 0.4777 -0.2192 0.0 0.2 -0.8 -0.301
H -0.8178 1.8204 -0.5082 0.3 0.1 0.0 0.259
H -1.0576 1.6247 1.9877 -0.3 0.5 0.3 0.198
H -2.4698 -0.3500 1.9798 0.0 0.4 -0.4 0.310
H -2.7971 0.6902 0.5096 -0.3 0.2 0.1 0.263
H -1.7474 -0.7076 0.3861 0.0 -0.3 -0.3 0.263
```
Positions in Å, forces in eV/Å.

The value obtained for the total energy is -328.85195 hartree. As for the HOMO energy: -0.0924 hartree. For the LUMO energy, the calculation gives 4.1503 eV. The energy above the lowest of the compared OMol25 structures with the same formula, charge and spin is 26.2 kcal/mol. Its gap between HOMO and LUMO is 6.664 eV. As for the charge: -1.


The following is a quantum chemistry calculation of a single C3H6N2O molecule, from the Open Molecules 2025 dataset.

Geometry as XYZ:
```
12
Properties=species:S:1:pos:R:3:forces:R:3:mulliken_charge:R:1
N 2.0407 0.1446 -0.6715 0.0 -0.2 0.0 -0.372
C 0.9847 0.1926 0.1840 0.1 0.0 0.4 0.619
O 1.1470 0.2353 1.3907 0.2 -0.1 -0.3 -0.604
N -0.2959 0.3331 -0.4223 0.1 0.4 0.4 -0.373
C -1.3223 -0.7014 -0.2860 -0.2 -0.3 -0.1 -0.269
C -1.3493 0.4707 0.6007 -0.1 0.2 0.0 -0.378
H 1.9705 -0.0244 -1.6615 -0.2 0.2 0.2 0.209
H 2.9467 0.1397 -0.2300 -0.1 -0.1 -0.2 0.240
H -2.0211 -0.7532 -1.1154 0.2 -0.1 0.0 0.224
H -1.0427 -1.6581 0.1513 0.0 0.2 0.0 0.241
H -2.0015 1.3171 0.4231 -0.2 -0.2 -0.1 0.234
H -1.0567 0.3040 1.6369 0.0 0.1 -0.4 0.228
```
Positions in Å, forces in eV/Å.

As for the structure (SMILES): NC(=O)N1CC1. The value obtained for the total energy is -302.64344 hartree. As for the HOMO energy: -0.3526 hartree. For the LUMO energy, the calculation gives 1.0355 eV. The energy above the lowest of the compared OMol25 structures with the same formula, charge and spin is 31.2 kcal/mol. Its gap between HOMO and LUMO is 10.630 eV. As for the charge: 0.


> Look up the total energy of the first one.

-3360.14921 hartree


> What is the total energy in the sixth record?

-302.64344 hartree


> Among the records above, which one has the lowest total energy?

C2H3BrCl2O